Entry 1:
C5H8N2 | ωB97M-V/def2-TZVPD

The geometry in ORCA input format:
```
! wB97M-V def2-TZVPD RIJCOSX def2/J DEFGRID3
* xyz 0 1
N 1.721 1.924 0.663
C 1.006 1.065 0.080
C -0.512 0.978 -0.103
C -0.256 -0.510 -0.301
C -0.866 -1.553 0.531
N -1.083 -1.505 -0.926
C 1.239 -0.302 -0.531
H 1.013 2.602 0.950
H -0.834 1.500 -1.014
H -1.173 1.276 0.724
H -1.682 -1.270 1.195
H -0.249 -2.377 0.880
H -1.991 -1.100 -1.135
H 1.476 -0.231 -1.599
H 1.932 -0.990 -0.040
*
```

Summary:
SMILES: N=C1CC2(CN2)C1
Kohn-Sham gap in eV: 10.55
Total energy in eV: -8292.616
LUMO energy in eV: 0.906
Energy relative to the best compared isomer or geometry (same formula, charge and spin) in kJ/mol: 229.7

---

Entry 2:
C35H77BN18O34P | ωB97M-V/def2-TZVPD

The geometry in ORCA input format:
```
! wB97M-V def2-TZVPD RIJCOSX def2/J DEFGRID3
* xyz 1 1
C 4.117 -5.452 2.306
C 4.313 -4.333 1.604
C 3.521 -3.931 0.508
C 4.049 -3.468 -0.560
N 3.350 -3.109 -1.588
C 4.097 -2.589 -2.766
C 5.120 -1.573 -2.401
C 4.533 -0.179 -2.218
C 4.540 0.208 -0.766
N 4.853 1.635 -0.576
C 5.038 1.834 0.817
C 6.067 2.820 1.204
O 4.412 1.195 1.647
C 2.039 -3.215 -1.575
C 1.254 -2.843 -2.753
C 0.492 -1.517 -2.600
C 0.923 -0.657 -1.449
C 0.397 0.736 -1.616
N -0.994 0.843 -1.155
C -1.049 1.285 0.202
C -1.810 0.424 1.114
O -0.531 2.331 0.581
C 1.450 -3.653 -0.483
P -0.383 -3.779 -0.418
N -1.030 -4.794 -1.412
C 2.187 -4.008 0.561
C 1.568 -4.497 1.810
O 0.898 -5.518 1.854
O 1.815 -3.718 2.892
B 0.859 -2.738 3.169
O 0.302 -2.715 4.380
O 0.566 -1.839 2.209
C 1.627 -0.862 2.098
H 4.065 -5.392 3.362
H 4.083 -6.433 1.899
H 5.118 -3.694 1.886
H 5.091 -3.399 -0.610
H 4.577 -3.424 -3.220
H 3.467 -2.177 -3.502
H 5.811 -1.529 -3.206
H 5.697 -1.830 -1.544
H 5.189 0.477 -2.721
H 3.552 -0.104 -2.633
H 5.299 -0.329 -0.246
H 3.572 -0.034 -0.363
H 4.035 2.160 -0.855
H 5.584 3.712 1.531
H 6.630 2.388 1.988
H 6.699 3.013 0.375
H 1.819 -2.851 -3.650
H 0.531 -3.606 -2.867
H -0.524 -1.761 -2.434
H 0.495 -0.963 -3.495
H 1.989 -0.572 -1.410
H 0.492 -0.999 -0.540
H 0.452 1.054 -2.625
H 1.034 1.396 -1.070
H -1.380 1.618 -1.668
H -1.251 -0.452 1.371
H -2.712 0.119 0.628
H -2.078 0.981 1.971
H -0.804 -2.468 -0.572
H -0.705 -4.125 0.888
H -0.355 -5.273 -1.976
H 0.996 -2.694 5.041
H 1.625 -0.478 1.111
H 1.412 -0.051 2.753
H 2.582 -1.279 2.333
C 5.796 -0.250 4.233
N 6.037 -1.718 4.155
O 5.974 -2.365 5.169
O 6.275 -2.172 3.053
H 5.590 0.015 5.262
H 6.688 0.248 3.871
H 4.949 -0.038 3.590
C -3.547 -0.981 -4.532
N -2.299 -0.237 -4.210
O -2.389 0.777 -3.557
O -1.250 -0.705 -4.614
H -4.381 -0.446 -4.101
H -3.622 -1.029 -5.613
H -3.460 -1.974 -4.101
C -5.350 -4.789 -0.645
N -4.628 -3.637 -1.241
O -4.943 -3.265 -2.351
O -3.754 -3.127 -0.579
H -6.090 -5.130 -1.356
H -4.612 -5.561 -0.447
H -5.821 -4.457 0.272
C 7.681 2.751 -4.276
N 6.515 1.970 -4.762
O 5.692 2.541 -5.436
O 6.446 0.797 -4.454
H 7.584 3.762 -4.643
H 7.647 2.722 -3.191
H 8.583 2.284 -4.647
C -8.056 -4.762 3.651
N -7.679 -4.481 2.237
O -6.926 -5.250 1.667
O -8.145 -3.492 1.726
H -7.558 -5.674 3.954
H -7.733 -3.923 4.246
H -9.125 -4.873 3.681
C -10.013 -3.623 7.920
N -9.386 -3.648 6.570
O -10.044 -4.093 5.655
O -8.257 -3.214 6.482
H -11.010 -4.036 7.841
H -9.389 -4.219 8.577
H -10.041 -2.589 8.240
C -7.627 0.490 6.360
N -7.999 0.054 7.732
O -8.998 -0.615 7.862
O -7.274 0.398 8.635
H -8.365 0.107 5.669
H -7.611 1.575 6.360
H -6.643 0.087 6.149
C 1.760 5.353 -0.831
N 2.575 4.156 -1.172
O 3.725 4.305 -1.519
O 2.039 3.072 -1.080
H 2.374 6.233 -0.962
H 0.908 5.365 -1.501
H 1.440 5.239 0.200
C -9.269 1.748 11.184
N -9.805 3.094 10.841
O -9.773 3.433 9.678
O -10.237 3.761 11.750
H -8.921 1.280 10.274
H -8.455 1.890 11.885
H -10.075 1.181 11.635
C -0.459 2.013 -5.796
N 0.364 3.151 -6.293
O 0.164 3.556 -7.410
O 1.192 3.594 -5.523
H -1.147 1.720 -6.578
H 0.220 1.205 -5.553
H -0.989 2.353 -4.915
C 3.941 4.967 -6.506
N 2.968 6.076 -6.688
O 2.454 6.548 -5.693
O 2.753 6.447 -7.814
H 4.031 4.760 -5.449
H 3.566 4.101 -7.044
H 4.887 5.299 -6.916
C -13.172 -3.317 4.010
N -13.470 -3.751 5.402
O -14.463 -4.409 5.593
O -12.680 -3.411 6.254
H -13.954 -3.691 3.363
H -13.143 -2.234 4.007
H -12.205 -3.730 3.744
C 5.713 9.020 -5.853
N 6.806 8.011 -5.797
O 7.947 8.372 -5.954
O 6.494 6.852 -5.608
H 6.157 9.990 -6.033
H 5.048 8.734 -6.661
H 5.197 8.991 -4.900
C 9.684 5.615 -6.783
N 10.206 4.271 -6.422
O 10.103 3.907 -5.265
O 10.695 3.613 -7.304
H 9.264 6.068 -5.895
H 10.513 6.200 -7.166
H 8.924 5.476 -7.544
*
```

Summary:
Kohn-Sham gap in eV: 7.67
Total energy in eV: -143899.190
LUMO energy in eV: -3.416

---

Entry 3:
C3H6NPS | ωB97M-V/def2-TZVPD

The geometry in ORCA input format:
```
! wB97M-V def2-TZVPD RIJCOSX def2/J DEFGRID3
* xyz 0 1
C 0.928 0.893 0.119
C 1.986 0.021 -0.678
C 0.345 -1.078 0.985
N 0.097 0.193 0.894
P -2.607 -0.985 -0.146
S 1.466 -1.679 -0.195
H 0.693 1.942 0.051
H 1.895 0.022 -1.806
H 3.003 0.256 -0.392
H 0.026 -1.655 1.886
H -2.171 -0.130 0.932
H -2.190 0.080 -0.915
*
```

Summary:
Kohn-Sham gap (spin up / spin down) in eV: 6.62 / 7.99
Total energy in eV: -24818.544
LUMO energy (spin up / spin down) in eV: -0.789 / -0.387
Energy relative to the best compared isomer or geometry (same formula, charge and spin) in kJ/mol: 329.1

---

Entry 4:
CH4Cl2Si | ωB97M-V/def2-TZVPD

The geometry in ORCA input format:
```
! wB97M-V def2-TZVPD RIJCOSX def2/J DEFGRID3
* xyz 0 1
C -1.520 0.049 -0.512
Si 1.203 -0.075 0.551
Cl 2.115 1.447 -0.285
Cl 1.900 -1.937 0.014
H -1.130 -0.372 -1.347
H -2.233 -0.357 0.038
H -1.692 1.089 -0.392
H 1.357 0.157 1.933
*
```

Summary:
Kohn-Sham gap (spin up / spin down) in eV: 8.08 / 8.08
Total energy in eV: -34023.725
LUMO energy (spin up / spin down) in eV: -0.320 / -0.318
Energy relative to the best compared isomer or geometry (same formula, charge and spin) in kJ/mol: 363.2

---

Entry 5:
C22H40Br4NO7PS3 | ωB97M-V/def2-TZVPD

The geometry in ORCA input format:
```
! wB97M-V def2-TZVPD RIJCOSX def2/J DEFGRID3
* xyz 0 1
C -1.853 -4.884 3.456
C -1.451 -4.677 2.007
C -2.501 -3.947 1.014
C -1.927 -2.828 -0.024
C -1.028 -3.470 -1.283
P -2.158 -4.520 -2.454
S -2.542 -3.655 -4.157
O 0.035 -4.350 -0.795
S 1.129 -3.343 0.002
O 2.189 -2.898 -1.080
O 1.951 -4.261 0.989
C 0.438 -1.894 0.949
S 0.872 -2.242 2.780
C 1.499 -0.644 0.608
C 2.999 -0.896 1.303
C 4.062 -0.005 0.368
O 4.152 1.327 1.049
C 5.480 1.518 1.653
C 6.455 2.661 0.918
O 5.866 0.842 2.764
C -1.142 -1.532 0.690
C -2.010 -1.173 2.032
C -1.582 0.236 2.785
C -2.760 1.410 2.681
C -2.033 2.861 2.320
N -3.029 3.953 2.760
C -1.201 -0.227 -0.299
C -2.650 0.212 -0.905
O -2.603 1.026 -1.998
O -3.992 -0.116 -0.427
H -1.310 -5.682 4.157
H -2.777 -4.251 3.813
H -0.409 -5.112 1.703
H -2.992 -4.803 0.340
H -3.408 -3.557 1.686
H -2.919 -2.480 -0.597
H -0.551 -2.589 -1.922
H -1.455 -5.791 -2.670
H -3.418 -4.908 -1.805
H 1.185 -1.005 3.425
H 1.570 -0.421 -0.549
H 1.137 0.383 1.099
H 3.083 -0.427 2.381
H 3.367 -2.001 1.221
H 3.650 0.218 -0.705
H 5.102 -0.527 0.238
H 5.798 3.655 0.860
H 7.474 2.818 1.486
H 6.646 2.235 -0.172
H -3.184 -1.069 1.836
H -1.958 -1.998 2.893
H -1.454 0.036 3.949
H -0.587 0.709 2.392
H -3.585 1.168 1.886
H -3.264 1.576 3.746
H -0.989 2.986 2.875
H -1.850 2.960 1.166
H -3.312 4.513 1.919
H -2.603 4.559 3.496
H -0.796 0.784 0.191
H -0.543 -0.513 -1.255
H -4.395 0.783 -0.155
Br 5.341 6.138 1.038
C 6.147 6.839 -0.593
C 5.173 6.794 -1.747
Br 4.999 4.984 -2.454
H 7.059 6.263 -0.772
H 6.416 7.872 -0.356
H 5.541 7.392 -2.586
H 4.167 7.130 -1.481
Br -4.534 -2.199 -6.714
C -4.654 -0.265 -6.939
C -4.378 0.455 -5.640
Br -5.915 0.366 -4.443
H -5.645 -0.053 -7.351
H -3.894 -0.018 -7.686
H -4.217 1.522 -5.817
H -3.522 0.050 -5.092
*
```

Summary:
SMILES: C=CC[C@@H]1[C@H]([PH2]=S)OS(=O)(=O)[C@@](S)(CCCOC(C)=O)[C@@]1(CCCCN)CC(=O)O.BrCCBr.BrCCBr
Kohn-Sham gap in eV: 8.50
Total energy in eV: -361235.332
LUMO energy in eV: -0.398